{"formula": "C10H40NO13", "method": "ωB97M-V/def2-TZVPD", "species": ["N", "O", "O", "O", "C", "O", "H", "H", "H", "H", "C", "O", "H", "H", "H", "H", "C", "O", "H", "H", "H", "H", "C", "O", "H", "H", "H", "H", "C", "O", "H", "H", "H", "H", "C", "O", "H", "H", "H", "H", "C", "O", "H", "H", "H", "H", "C", "O", "H", "H", "H", "H", "C", "O", "H", "H", "H", "H", "C", "O", "H", "H", "H", "H"], "coordinates": [[0.140, -0.159, -0.202], [-0.046, 0.392, -1.288], [1.106, 0.179, 0.530], [-0.602, -1.086, 0.159], [-1.207, 2.960, 0.894], [-2.141, 3.162, -0.168], [-0.349, 3.630, 0.825], [-1.642, 3.183, 1.875], [-0.864, 1.931, 0.964], [-2.434, 4.076, -0.163], [0.567, 4.122, -2.226], [-0.267, 3.002, -2.344], [0.629, 4.610, -3.203], [0.208, 4.872, -1.513], [1.596, 3.825, -1.999], [-0.637, 2.868, -1.461], [-2.051, -3.110, -2.806], [-1.349, -1.883, -2.662], [-1.442, -3.909, -2.365], [-2.964, -3.045, -2.205], [-2.220, -3.345, -3.854], [-1.180, -1.777, -1.716], [3.059, -0.366, 4.415], [2.668, -0.943, 3.181], [3.425, 0.650, 4.253], [2.220, -0.282, 5.113], [3.827, -0.986, 4.872], [2.173, -0.320, 2.637], [-3.354, -1.181, 2.177], [-3.165, -1.461, 3.556], [-4.302, -1.604, 1.835], [-3.312, -0.104, 2.015], [-2.534, -1.693, 1.673], [-2.456, -2.100, 3.622], [-1.016, -4.544, 0.904], [0.172, -3.746, 0.819], [-0.735, -5.584, 0.749], [-1.404, -4.452, 1.922], [-1.724, -4.204, 0.148], [-0.103, -2.822, 0.936], [-3.875, 0.110, -1.251], [-3.026, 1.017, -1.897], [-3.522, -0.917, -1.353], [-3.969, 0.367, -0.192], [-4.894, 0.080, -1.655], [-2.732, 1.740, -1.333], [2.233, 2.989, 2.309], [2.310, 2.526, 0.965], [1.185, 3.240, 2.489], [2.657, 2.265, 3.006], [2.818, 3.907, 2.364], [1.809, 1.689, 0.845], [2.992, 1.389, -2.848], [2.086, 1.557, -3.943], [3.305, 2.370, -2.486], [2.513, 0.804, -2.065], [3.817, 0.784, -3.235], [2.615, 1.872, -4.680], [2.875, -2.613, -0.858], [1.740, -3.236, -1.425], [3.684, -3.332, -0.699], [3.287, -1.745, -1.376], [2.682, -2.172, 0.126], [1.121, -3.445, -0.707]], "nbo_charge": [0.72, -0.43, -0.61, -0.60, -0.27, -0.75, 0.18, 0.16, 0.21, 0.48, -0.24, -0.70, 0.16, 0.13, 0.16, 0.48, -0.25, -0.72, 0.15, 0.14, 0.17, 0.49, -0.24, -0.73, 0.16, 0.15, 0.17, 0.49, -0.24, -0.74, 0.16, 0.17, 0.19, 0.47, -0.25, -0.76, 0.18, 0.16, 0.18, 0.51, -0.23, -0.73, 0.17, 0.15, 0.14, 0.49, -0.24, -0.77, 0.15, 0.15, 0.17, 0.50, -0.25, -0.71, 0.15, 0.22, 0.15, 0.44, -0.25, -0.75, 0.14, 0.17, 0.18, 0.50], "e_homo_ev": -6.10, "largest_force_ha_per_bohr": 0.034, "e_lumo_ha": 0.0949, "e_tot_ev": -39120.48375, "gap_ev": 8.68, "total_charge": -1}